Molecular formula: C35H48BCl3F4MoN3O3S2
Method: DFT, the ωB97M-V functional and the def2-TZVPD basis

Output
* ΔE to the lowest compared entry with this formula, charge and spin: 0.9189 eV
* charge: +1
* E_HOMO (spin up / spin down): -10.877 / -10.865 eV

Last column: Löwdin charge in e.
Atoms and positions in Å:
Mo -0.01 -0.53 1.81  1.425
Cl -2.49 -4.22 7.47  0.719
C -1.81 -3.66 5.99  -0.658
C -1.90 -2.32 5.66  -0.102
C -1.35 -1.92 4.46  -0.509
Cl -1.34 -0.22 4.04  0.894
C -0.72 -2.78 3.56  -0.413
O -0.20 -2.35 2.39  -0.344
C -0.62 -4.12 3.96  -0.558
Cl 0.25 -5.23 2.97  0.789
C -1.16 -4.56 5.15  -0.106
H -2.36 -1.61 6.32  0.119
H -1.07 -5.60 5.43  0.115
C 2.69 3.26 2.43  -0.005
C 1.20 3.10 2.44  -0.253
C 0.37 3.96 3.15  0.016
C -1.01 3.78 3.21  -0.235
C -1.88 4.69 4.02  -0.029
C -1.59 2.71 2.52  -0.018
C -0.78 1.90 1.73  -0.325
C 0.61 2.07 1.71  -0.099
N -1.24 0.70 1.10  -0.170
C -2.52 0.49 0.34  -0.579
C -3.48 -0.32 1.21  -0.034
C -3.14 1.82 -0.09  -0.017
C -2.15 -0.29 -0.91  -0.036
H 3.00 4.17 2.94  0.088
H 3.06 3.30 1.40  0.078
H 3.16 2.41 2.92  0.088
H 0.81 4.79 3.69  0.127
H -1.28 5.47 4.51  0.081
H -2.40 4.13 4.80  0.090
H -2.63 5.18 3.40  0.089
H -2.64 2.52 2.62  0.115
H 1.21 1.46 1.06  0.033
H -3.76 0.23 2.11  0.077
H -3.03 -1.27 1.51  0.071
H -4.38 -0.54 0.65  0.099
H -3.63 2.35 0.73  0.077
H -3.90 1.61 -0.84  0.099
H -2.39 2.48 -0.54  0.085
H -1.77 -1.28 -0.65  0.053
H -1.40 0.25 -1.50  0.074
H -3.04 -0.43 -1.53  0.103
C -2.00 -4.44 0.04  -0.086
C -0.67 -5.03 -0.42  -0.240
C 0.47 -4.02 -0.34  -0.186
N 0.24 -2.99 -1.36  0.061
C 0.71 -1.76 -1.39  -0.688
S 1.43 -0.90 -0.04  0.734
N 0.70 -1.06 -2.53  0.097
C 0.24 -1.50 -3.81  -0.373
O -0.49 -0.79 -4.44  0.155
C 0.73 -2.82 -4.29  -0.177
C -0.05 -3.50 -5.22  -0.006
C 0.38 -4.73 -5.71  -0.053
C 1.59 -5.26 -5.28  -0.057
C 2.38 -4.57 -4.36  -0.057
C 1.95 -3.36 -3.86  -0.034
H -2.80 -5.18 -0.03  0.082
H -2.29 -3.58 -0.57  0.060
H -1.93 -4.12 1.08  0.056
H -0.75 -5.41 -1.45  0.113
H -0.41 -5.89 0.20  0.091
H 1.43 -4.49 -0.53  0.134
H 0.50 -3.55 0.64  0.056
H -0.16 -3.34 -2.22  0.141
H 0.74 -0.02 -2.43  0.065
H -0.97 -3.06 -5.56  0.125
H -0.22 -5.26 -6.43  0.113
H 1.92 -6.21 -5.67  0.113
H 3.33 -4.98 -4.05  0.112
H 2.57 -2.81 -3.16  0.121
F 3.31 0.17 4.52  0.230
B 1.99 0.03 4.62  -1.104
F 1.27 1.15 4.84  0.197
F 1.50 -1.11 5.12  0.212
F 1.63 -0.26 2.89  -0.300
C -0.30 6.00 -1.25  -0.094
C 0.05 4.52 -1.13  -0.299
C 1.37 4.20 -1.83  -0.341
S 1.76 2.46 -1.60  0.930
O 0.67 1.70 -2.33  -0.540
C 3.28 2.34 -2.61  -0.324
C 3.04 1.85 -4.03  -0.281
C 2.31 2.84 -4.93  -0.099
H -1.25 6.21 -0.76  0.075
H -0.39 6.29 -2.30  0.080
H 0.46 6.63 -0.79  0.079
H -0.73 3.91 -1.58  0.097
H 0.13 4.24 -0.07  0.091
H 2.20 4.75 -1.39  0.105
H 1.32 4.40 -2.90  0.091
H 3.92 1.65 -2.06  0.085
H 3.74 3.33 -2.60  0.094
H 2.48 0.91 -4.00  0.090
H 4.02 1.61 -4.45  0.115
H 1.29 3.00 -4.59  0.063
H 2.26 2.47 -5.95  0.079
H 2.83 3.80 -4.96  0.082

Molecular formula: C35H48BrF6InN4OSSbSe
Method: DFT, the ωB97M-V functional and the def2-TZVPD basis

Output
* multiplicity: 2
* ΔE to the lowest compared entry with this formula, charge and spin: 0.0630 eV
* charge: +2
* E_HOMO (spin up / spin down): -12.852 / -12.851 eV

Last column: Löwdin spin population.
Atoms and positions in Å:
In 0.57 1.71 0.77  0.002
Br -0.62 2.07 3.16  0.001
C -1.41 3.63 2.33  0.000
C -2.08 4.45 3.18  0.000
C -2.85 5.56 2.76  0.000
C -3.02 5.81 1.44  0.000
C -2.42 4.95 0.50  0.000
C -2.65 5.21 -0.87  0.000
C -1.99 4.48 -1.83  0.000
C -1.08 3.45 -1.44  0.000
C -0.85 3.18 -0.11  0.001
C -1.54 3.89 0.90  0.000
H -2.13 4.32 4.27  0.000
H -3.36 6.20 3.47  0.000
H -3.72 6.64 1.12  0.000
H -3.27 6.05 -1.17  0.000
H -2.13 4.71 -2.90  0.000
H -0.49 3.02 -2.27  0.000
F 1.44 1.32 -1.49  0.000
Sb 2.79 2.44 -2.56  0.000
F 2.94 0.88 -3.64  0.000
F 1.21 3.05 -3.46  0.000
F 3.92 3.66 -3.56  0.000
F 2.55 3.78 -1.21  0.000
F 4.26 1.81 -1.50  0.000
C -4.05 -2.63 -3.98  0.004
C -2.72 -2.14 -4.57  0.001
C -2.15 -0.80 -4.11  0.011
C -1.26 -0.80 -2.89  0.003
N -1.61 -1.69 -1.76  0.054
C -2.86 -1.62 -1.16  0.014
Se -3.95 -0.14 -1.08  0.688
N -3.08 -2.81 -0.44  0.062
C -4.01 -3.01 0.68  0.005
C -4.91 -4.19 0.52  0.002
C -5.70 -4.43 1.81  0.000
C -5.47 -5.82 2.48  0.000
C -2.02 -3.70 -0.77  0.031
C -1.83 -5.03 -0.47  0.005
C -0.80 -5.72 -1.12  0.028
C 0.01 -5.06 -2.03  0.024
C -0.15 -3.75 -2.40  0.006
C -1.14 -3.05 -1.66  0.036
H -4.54 -3.43 -4.52  0.000
H -4.86 -1.85 -3.88  0.005
H -3.93 -2.94 -2.92  -0.001
H -2.90 -1.94 -5.60  0.000
H -1.97 -2.95 -4.52  0.001
H -3.00 -0.15 -3.83  0.008
H -1.66 -0.22 -4.92  0.000
H -1.21 0.19 -2.51  0.000
H -0.24 -0.99 -3.15  0.001
H -4.49 -2.05 0.91  0.003
H -3.40 -3.19 1.60  0.003
H -4.48 -5.10 0.18  0.000
H -5.62 -3.97 -0.26  0.000
H -6.77 -4.31 1.58  0.000
H -5.50 -3.59 2.48  0.000
H -4.51 -6.00 2.94  0.000
H -5.66 -6.66 1.77  0.000
H -6.12 -5.97 3.33  0.000
H -2.48 -5.56 0.24  0.000
H -0.58 -6.76 -0.90  0.001
H 0.90 -5.61 -2.45  0.001
H 0.53 -3.25 -3.05  0.000
N 2.37 2.34 1.70  0.000
C 3.47 2.81 1.74  0.000
N 4.53 3.49 1.77  0.000
C 4.89 4.36 2.95  0.000
C 6.29 4.09 3.38  0.000
C 7.32 3.91 2.17  0.000
C 6.82 3.00 1.06  0.000
C 5.50 3.50 0.57  0.000
H 4.12 4.18 3.68  0.000
H 4.74 5.44 2.65  0.000
H 6.33 3.31 4.20  0.000
H 6.68 4.97 3.98  0.000
H 8.29 3.69 2.63  0.000
H 7.41 4.90 1.70  0.000
H 6.86 1.93 1.34  0.000
H 7.52 3.11 0.22  0.000
H 5.10 2.86 -0.22  0.000
H 5.58 4.56 0.23  0.000
C 2.68 -1.54 -1.31  0.000
C 2.69 -1.44 0.19  0.000
S 1.05 -1.76 0.92  0.001
O 0.28 -0.36 0.73  0.000
C 1.22 -1.79 2.72  0.000
C 1.86 -3.07 3.29  0.000
H 3.63 -1.07 -1.70  0.000
H 1.87 -1.04 -1.89  0.000
H 2.64 -2.59 -1.63  0.000
H 2.96 -0.40 0.46  0.000
H 3.41 -2.16 0.62  0.000
H 0.21 -1.69 3.15  0.000
H 1.81 -0.93 2.96  0.000
H 1.28 -3.90 2.89  0.000
H 1.77 -3.03 4.39  0.000
H 2.92 -3.27 3.00  0.000

Molecular formula: C35H48BrNO2PPd
Method: DFT, the ωB97M-V functional and the def2-TZVPD basis

Output
* multiplicity: 5
* ΔE to the lowest compared entry with this formula, charge and spin: 0.0000 eV
* charge: +3
* E_HOMO (spin up / spin down): -17.263 / -17.671 eV

Last column: Löwdin spin population.
Atoms and positions in Å:
Pd 0.19 -0.33 -0.96  1.219
Br -0.09 -2.81 -3.51  0.018
C -1.70 -1.97 -3.06  0.015
C -2.88 -2.35 -3.70  0.005
C -4.05 -1.71 -3.35  0.004
C -4.03 -0.71 -2.38  0.013
C -2.80 -0.42 -1.82  0.052
N -1.64 -1.02 -2.14  0.062
C -2.60 0.58 -0.72  0.077
O -3.55 1.45 -0.67  0.839
O -1.60 0.56 -0.01  0.094
H -2.87 -3.13 -4.45  0.000
H -4.99 -1.99 -3.82  0.000
H -4.92 -0.19 -2.07  0.002
C 0.08 4.75 -3.64  0.006
C -0.92 3.75 -3.02  0.002
C -2.15 4.48 -2.47  0.000
C -0.17 2.95 -1.99  0.057
C -0.21 3.20 -0.64  0.146
C 0.60 2.49 0.32  0.234
C 0.50 2.92 1.73  0.037
C 1.16 4.32 1.88  0.036
C -0.96 3.02 2.23  0.022
C 1.54 1.48 -0.14  0.086
C 1.67 1.29 -1.53  0.097
C 0.70 1.93 -2.41  0.287
C 2.92 0.75 -2.18  0.016
C 3.83 1.97 -2.46  0.014
C 2.67 -0.03 -3.47  0.008
C 2.61 1.01 0.81  0.003
C 3.57 1.93 1.19  0.001
C 4.53 1.61 2.15  0.001
C 4.50 0.37 2.75  0.002
C 3.56 -0.57 2.36  0.009
C 2.62 -0.28 1.37  0.031
P 1.44 -1.53 0.82  0.289
C 2.34 -3.04 0.16  0.042
C 3.41 -3.56 1.12  0.021
C 3.02 -2.62 -1.15  0.014
C 1.29 -4.13 -0.12  0.003
C 0.20 -1.86 2.18  0.040
C 0.79 -2.80 3.23  0.020
C -1.08 -2.46 1.58  0.010
C -0.12 -0.50 2.82  0.001
H -0.42 5.34 -4.41  0.001
H 0.93 4.26 -4.10  0.001
H 0.45 5.44 -2.88  0.000
H -1.23 3.07 -3.82  0.001
H -1.87 5.31 -1.83  0.000
H -2.81 3.82 -1.91  0.000
H -2.72 4.89 -3.30  0.000
H -0.87 3.98 -0.27  0.003
H 1.05 2.21 2.35  0.001
H 0.74 5.04 1.18  0.001
H 2.24 4.30 1.74  0.000
H 0.95 4.68 2.89  0.005
H -1.43 3.94 1.88  0.000
H -0.93 3.07 3.32  0.004
H -1.58 2.17 1.95  0.001
H 0.76 1.70 -3.47  0.010
H 3.43 0.12 -1.45  0.002
H 3.36 2.64 -3.19  0.001
H 4.77 1.61 -2.88  0.002
H 4.05 2.53 -1.56  0.000
H 2.58 0.64 -4.33  0.000
H 1.77 -0.65 -3.44  0.003
H 3.51 -0.69 -3.67  0.001
H 3.59 2.92 0.74  0.001
H 5.28 2.34 2.43  0.000
H 5.21 0.12 3.53  0.001
H 3.56 -1.54 2.84  0.001
H 4.25 -2.87 1.21  0.000
H 3.80 -4.48 0.67  0.006
H 3.03 -3.82 2.10  0.000
H 3.84 -1.92 -0.97  0.000
H 2.33 -2.19 -1.87  0.007
H 3.46 -3.51 -1.61  0.000
H 0.94 -4.60 0.79  0.000
H 1.77 -4.90 -0.72  0.000
H 0.43 -3.76 -0.68  0.002
H 0.99 -3.80 2.84  0.000
H 0.03 -2.91 4.01  0.005
H 1.68 -2.40 3.70  0.000
H -0.94 -3.47 1.21  0.000
H -1.49 -1.85 0.77  0.004
H -1.84 -2.50 2.36  0.000
H 0.75 -0.09 3.35  0.000
H -0.92 -0.65 3.55  0.000
H -0.47 0.23 2.09  0.001

Maximum force across the listed records, respectively: 0.01864; 0.06331; 0.01730 hartree/bohr.